# C52H59N7PRbS

A structure of composition C52H59N7PRbS (ωB97M-V/def2-TZVPD, the OMol25 dataset).

The calculation puts the HOMO energy at -0.02 eV. Its LUMO energy is 0.113 Eh. The value obtained for the molecular weight is 930.6 g mol⁻¹. The gap between HOMO and LUMO is 3.10 eV.

```
! RIJCOSX wB97M-V def2-TZVPD def2/J DEFGRID3
* xyz -2 1
H 4.11323 -0.63736 4.86536
N 0.99061 1.30031 2.01584
H 4.90750 -2.69107 -6.54407
H -4.78241 -1.50803 -2.73753
H 0.93805 -5.84782 -0.20871
C 3.48400 1.73504 -1.85860
P 1.70689 0.78572 3.26795
C -3.15427 0.92215 -2.41230
C 2.31547 1.85280 6.01893
H -0.32067 4.01077 -3.75943
C 1.92190 2.19560 4.58202
H -0.14876 2.64638 -4.87736
H 2.01195 -0.79068 6.02253
H 0.20879 3.03856 3.56636
H -1.00372 2.44112 -3.35566
C -3.13688 -2.73102 -1.99735
C 5.46450 -3.77102 -4.77702
H 3.57835 -3.72069 -1.93029
H 2.89226 4.12968 4.52731
C -1.74413 -2.36696 -1.55961
C 2.97080 3.16659 4.00928
N -2.95455 1.26726 0.02609
H -0.20810 -1.07013 2.33436
C -5.44048 1.33456 0.44005
H -3.19904 0.15227 -6.94835
C -4.24689 0.67159 0.47465
C -4.12029 2.52552 -7.79621
C -0.24609 -4.11493 -0.70469
C -1.78959 -3.18401 0.97559
C 0.60255 2.98482 4.58446
C 4.67809 -2.96751 -5.52460
C -0.43880 -0.05503 4.83374
H -4.65342 3.94192 -5.58411
C -2.81321 3.18979 -1.19231
C 3.03914 -2.68681 -3.74835
H -1.07428 -2.64531 -2.38775
C -2.51381 2.34230 0.91276
H 4.55559 1.96943 2.28225
H 2.96891 3.15740 -0.34809
C 4.09470 1.08259 1.84696
C -3.45338 1.31572 -3.73599
H -5.48525 2.33997 0.03299
C 1.59546 -1.42904 5.24453
C 1.94748 1.55919 -3.69780
C 2.67776 2.71545 -1.29193
H 4.38998 1.42225 -1.35331
H 0.90666 -2.13243 5.72897
S 1.60102 -2.04947 -3.26735
H -0.15884 -6.03675 2.06584
C 3.11650 1.15819 -3.06299
H 3.12735 -2.02567 2.92755
H 1.54840 1.27210 6.52946
C 0.82072 -0.65084 4.17855
H -0.97007 0.59553 4.13750
H 5.41759 -0.45365 3.69421
H 4.31271 -1.48485 1.73976
H 3.30322 1.40720 1.16800
Rb 0.46362 -0.22621 -0.01494
H -4.31225 3.24943 -3.27515
H 4.86724 0.55466 1.27381
C 1.50509 3.10431 -1.92284
C 3.90361 -3.52113 -2.94167
H 6.37296 -4.18283 -5.18790
H 3.99177 2.80838 4.14299
C 4.49022 0.00224 4.06875
H 0.86854 3.85242 -1.46464
C -6.43126 -0.60099 1.45176
H -2.80248 3.92236 -1.97808
C 0.27475 -1.63612 3.12669
N -4.28382 2.85897 -8.88964
H -0.15436 2.53747 5.22642
N -1.72302 -0.89194 -1.63269
C -1.20129 -3.14995 -0.36496
H 3.25280 1.30199 6.08216
C -3.76762 -1.62125 -2.38237
H -7.30989 -1.10477 1.84667
C 3.36704 -1.22679 2.22993
C 0.19210 -5.13626 0.12260
H 0.16737 -4.06483 -1.71015
C -5.22731 -1.27005 1.48672
C -1.36800 -4.32457 1.77933
H -1.83371 -4.39719 2.75652
H 1.64626 1.08809 -4.62657
C 3.50148 0.14586 2.91106
H 5.65882 -4.66892 -2.80551
C -3.42207 0.83488 -6.13638
H 2.79355 3.33756 2.94584
H 3.73099 0.38120 -3.50166
C -3.92198 2.11286 -6.43864
H 2.58516 -1.21303 1.47019
C -0.43218 -5.23261 1.38690
H 0.78772 4.00246 4.94968
H -3.51091 -3.74469 -1.98119
C -4.22393 2.96918 -5.37265
C -0.15204 2.93470 -3.82566
H -0.49607 -2.27208 3.56494
C -6.58210 0.69792 0.93100
H -2.19300 4.42723 0.59348
C -4.03362 -0.65231 0.97402
H 2.44465 2.78439 6.58817
C 5.04512 -4.03800 -3.43735
H -5.13630 -2.26520 1.89613
H 2.93569 -1.86745 -5.58015
C -3.20601 0.44329 -4.84029
H -2.36772 0.38046 0.11898
H -2.80300 -0.54355 -4.64678
H -1.11562 -0.87165 5.10248
H -0.21471 0.50498 5.74200
C 1.12710 2.53603 -3.14109
H -7.54594 1.18766 0.90225
N -2.81678 -1.13678 0.90105
H 2.40652 -2.02288 4.82488
C -2.83864 -0.50168 -2.14752
H 4.76089 0.96240 4.50521
H 1.02955 -2.29377 2.69839
C -2.47985 3.46246 0.20104
N 3.53784 -2.44485 -5.00907
H -2.30355 2.10062 1.93905
N -2.63452 -2.37013 1.55692
C -4.00877 2.58737 -4.07014
C -3.00538 1.84193 -1.34441
*
```

# C52H64N5O3P2STeTi

A structure of composition C52H64N5O3P2STeTi in a non-equilibrium geometry (ωB97M-V/def2-TZVPD, the OMol25 dataset).

The calculation puts the HOMO energy (alpha / beta) at 0.11 / 0.08 eV. Its LUMO energy (alpha / beta) is 0.133 / 0.135 Eh. The expectation value of S² is 0.763. The value obtained for the molecular weight is 1076.6 g mol⁻¹. The gap between HOMO and LUMO (alpha / beta) is 3.51 / 3.60 eV. The relative energy (zero: lowest compared OMol25 entry of this formula, charge and spin) comes out at 159.81 kcal per mole.

```
! RIJCOSX wB97M-V def2-TZVPD def2/J DEFGRID3
* xyz -2 2
H 3.59691 0.77152 -1.80010
H 0.77650 -3.66714 0.12107
C -3.13439 5.49678 -0.40986
C 1.59633 -0.84241 -0.53340
H 1.95542 3.71920 2.08640
C 1.89144 0.06461 -5.86785
H 5.47224 -1.96166 1.21902
C 2.85348 3.14547 1.92761
C -1.65322 0.74088 -4.68237
H -0.50199 -4.03220 3.52765
N 0.95137 -1.17634 1.71943
C -2.58117 -4.40940 -4.24911
H 1.33595 -1.65629 -3.76279
H 1.41965 0.72619 6.18985
H -1.86632 1.60113 -4.04683
H 0.93175 4.09312 4.00139
H -3.90064 0.01294 -2.71345
H 2.52602 -3.41488 -0.05638
C -0.09505 4.03460 1.20539
C 0.62969 1.39564 -2.43864
H -2.71000 0.86455 5.13326
H -3.08317 -1.38576 4.60678
H 2.25893 3.15138 4.71249
H 7.56125 -0.59867 1.03571
C 2.78899 1.76932 1.81826
C -2.41696 -2.22017 -3.21585
O -0.07921 2.82986 1.65533
C 0.37541 0.95489 5.97689
H 3.34662 -0.87706 1.65035
C 1.53445 -0.84730 -3.05361
C 4.22133 -0.27178 1.51378
C 0.11826 -4.22707 4.39733
C -4.48060 -2.98766 -4.22853
H -3.00047 2.31029 1.72172
Te -1.38470 -0.77577 -1.65490
C -2.28281 1.84287 -0.91970
C 4.04558 3.90780 1.87298
H -0.04368 1.58684 6.76563
H 1.44674 -3.06624 5.50631
H -0.07573 0.20214 -6.54161
H -1.61175 2.99480 5.32530
C 5.28618 1.88864 1.56591
H -2.02005 -2.29654 3.49823
H -5.60671 -5.51185 -4.78429
H -3.44543 -1.32187 1.63743
H 1.90077 -2.53388 -1.71187
H 1.38990 2.47905 -0.82644
H -1.30813 -1.39424 4.81750
C 1.43150 -1.71394 0.65246
C -2.50669 1.37158 4.18550
H -2.42682 4.24407 -2.01024
C -2.66234 3.13362 -0.20721
C 6.52833 1.23905 1.34843
H 3.98294 4.98731 1.96953
H -3.14066 6.39913 -1.01055
N -1.54206 0.92862 -0.31298
H -1.47190 -4.05989 5.84065
C 2.90546 0.15842 -4.87320
C 6.60517 -0.11589 1.20569
C -3.54843 -0.30994 2.03587
P -1.99662 0.05096 2.96168
H 1.52446 0.03187 -7.99765
N 0.74769 -2.97880 4.78406
C 2.78055 -0.14762 -3.56428
C 2.36030 0.09551 -7.30065
H -1.47613 3.18613 3.57478
H -4.95344 -0.29684 -4.09180
C -1.83788 -3.44526 -3.56733
H 4.74603 0.59524 -3.13805
H 0.86692 -4.97114 4.08429
C 0.51053 0.12554 -5.62755
H -4.11429 -6.14677 -5.48270
H -3.45125 1.81955 3.86444
Ti 0.65740 0.95214 1.56275
S 2.56761 -1.13072 4.25772
C -0.40148 -3.76914 -3.24717
C -3.06187 3.19738 1.11786
H -0.26238 -4.84402 -3.11131
C -0.71617 -4.78663 5.53905
N 0.52714 -2.07002 2.70270
C 5.24599 3.29869 1.68979
C -2.11778 -1.39086 4.09075
O -2.75212 1.79807 -2.08810
H -3.67221 0.35240 1.18444
H 0.46905 2.30849 -2.99959
N 1.38509 0.48940 -0.27317
H -1.21606 -5.71074 5.24017
H 6.17146 3.86334 1.63234
H 0.90627 3.70566 5.74019
H -5.01440 -4.87767 -6.31581
C -4.52226 -0.74174 -3.19036
C -4.70201 -5.23991 -5.33312
C -3.90584 -4.19589 -4.59339
H -5.52368 -2.80012 -4.47553
H -0.07861 -3.25817 -2.34064
H 7.42326 1.85184 1.29292
H 1.80331 -3.60280 1.55606
H -4.42667 -0.27292 2.68644
C 1.20610 -2.07234 3.81357
C 1.18615 3.33978 4.74811
H 0.10763 4.13507 0.12217
H -3.86392 6.47965 1.35767
C -3.54414 5.54350 0.91600
C 4.07954 1.13293 1.64402
H -1.82918 0.99739 -5.72854
C 1.16029 1.48748 -1.20948
C -2.71286 4.30066 -0.96789
C -3.50868 4.38662 1.67752
O -0.18402 5.03910 1.89492
H 3.87531 0.51971 -5.21343
H -0.15063 0.00058 5.95086
C 5.42603 -0.88140 1.29793
H -3.80280 4.41249 2.72122
H 4.26565 -0.80051 -2.14407
H 0.25554 -3.44934 -4.06001
H 2.90803 1.02032 -7.51435
C -1.43991 2.45751 4.38581
C -0.24619 0.27000 -4.48037
C 1.75911 -1.46556 -1.71720
H 3.04352 -0.73166 -7.51580
C -3.76681 -2.00378 -3.54504
P 0.28525 1.79936 4.34695
C 0.27055 0.10101 -3.07875
C 1.65795 -3.19269 0.56108
H -2.10948 -5.35407 -4.51008
H -0.09401 -5.00710 6.41056
H -5.35291 -0.97497 -2.51792
H -2.36814 -0.02337 -4.38749
C 3.91363 0.11875 -2.61762
*
```